*1*
DFT (ωB97M-V/def2-TZVPD) results for a gas-phase ion, C4H6N2 (charge +2).

Element x y z (Å)
C1 -1.0342 -1.0685 0.9453
C2 -0.1957 -0.7345 -1.1386
C3 1.1030 1.2735 -0.8186
C4 -0.2352 0.1234 1.0327
N1 -1.0030 -1.6626 -0.1800
N2 0.3177 0.2180 -0.3600
H1 -1.4867 -1.6163 1.8064
H2 -0.0673 -1.0149 -2.1512
H3 1.5395 2.0989 -0.3236
H4 1.2165 1.5114 -1.9016
H5 -0.5977 1.0645 1.2718
H6 0.4434 -0.1927 1.8174

Summary:
Kohn-Sham gap   7.496 eV
Spin multiplicity   1
M   82.11 g/mol
Net charge   +2
SMILES   C=[N+]1C=[N+]=CC1

natural (NBO) atomic charge list, values in e, 5 entries: 0.2409, 0.5117, 0.3840, -0.3154, -0.2877

=====

*2*
DFT (ωB97M-V/def2-TZVPD) results for 2 unconnected molecules or ions with the total composition C4H6N2.

Element x y z (Å)
C1 0.3364 -0.2863 0.0048
C2 1.1546 -0.1498 0.9916
C3 -3.2607 0.4880 -2.9966
C4 2.7782 0.2244 2.6972
N1 -2.9651 -0.3856 -2.3432
N2 1.9456 -0.0751 1.8401
H1 -0.7426 0.0149 -0.0008
H2 0.8102 -0.5077 -0.9644
H3 -3.3030 1.1679 -3.9014
H4 2.6809 0.7928 3.6227
H5 3.7221 -0.1161 2.6209
H6 -3.1569 -1.1672 -1.5709

Summary:
Kohn-Sham gap   9.609 eV
Spin multiplicity   1
M   82.11 g/mol
Net charge   +2

natural (NBO) atomic charge list, values in e, 5 entries: -0.4061, 0.4725, 0.5128, 0.1540, -0.4217

=====

*3*
DFT (ωB97M-V/def2-TZVPD) results for a gas-phase ion, C4H6N2 (charge +2).

Element x y z (Å)
C1 1.7771 -0.5039 0.3738
C2 0.8156 1.3166 -0.4562
C3 -1.3883 0.3377 -1.0016
C4 0.5692 -0.7554 1.0779
N1 1.8809 0.6347 -0.2110
N2 -0.3067 0.6212 -0.4653
H1 2.4761 -1.3005 0.3937
H2 0.7513 2.3537 -0.5122
H3 -2.2397 -0.1345 -0.5067
H4 -1.8281 0.7200 -2.0381
H5 0.1633 -1.6931 1.2808
H6 0.0840 -0.2398 1.8629

Summary:
Kohn-Sham gap   9.134 eV
Spin multiplicity   1
M   82.11 g/mol
Net charge   +2

natural (NBO) atomic charge list, values in e, 5 entries: 0.1661, 0.4060, 0.1669, 0.0182, -0.2100

=====

The winner here is *2*, beating the second structure by 0.0600 hartree.

=====

*1*
DFT (ωB97M-V/def2-TZVPD) results for C4H7N3S in the gas phase.

Element x y z (Å)
C1 -1.0744 -0.8971 0.0684
C2 0.1120 -0.2609 0.8546
C3 1.3837 -0.4083 0.0215
C4 -0.1349 1.7606 0.2035
H1 -1.2966 -2.6683 -1.5572
H2 -2.0625 -1.0529 0.8362
H3 -1.3314 -0.2916 -0.8838
H4 0.2688 -0.9047 1.5783
H5 2.1196 -1.2057 0.2953
H6 1.2123 2.4670 -1.0562
H7 -0.3913 2.7508 0.2940
N1 1.6737 0.5890 -0.7587
N2 0.7737 1.6633 -0.7300
N3 -0.5818 1.0343 1.1942
S1 -0.6710 -2.5755 -0.3602

Summary:
Kohn-Sham gap   9.591 eV
Spin multiplicity   1
M   129.19 g/mol
SMILES   SC[C@H]1C=NNC=N1

natural (NBO) atomic charge list, values in e, 5 entries: -0.5354, -0.2019, 0.0618, 0.2284, 0.1338

=====

*2*
DFT (ωB97M-V/def2-TZVPD) results for C4H7N3S in the gas phase.

Element x y z (Å)
C1 0.5841 0.2062 2.1816
C2 -0.6567 -1.3223 0.6258
C3 -0.3837 -0.3728 -1.3310
C4 0.4488 0.2689 -0.4252
H1 0.3297 -0.4453 3.0205
H2 1.7225 0.3334 1.9076
H3 0.0403 1.1235 2.4264
H4 -1.0415 -2.0104 1.2901
H5 -0.8161 -0.8926 -3.2026
H6 0.3338 0.4511 -3.0436
H7 -0.1643 2.6563 -0.7155
N1 0.1526 -0.2651 0.8533
N2 -1.1134 -1.5114 -0.6921
N3 -0.5355 -0.0391 -2.6746
S1 1.0993 1.8197 -0.2207

Summary:
Kohn-Sham gap   8.296 eV
Spin multiplicity   1
M   129.19 g/mol
SMILES   Cn1cnc(N)c1S

natural (NBO) atomic charge list, values in e, 5 entries: -0.4117, 0.2022, 0.3171, -0.2476, 0.2248

=====

*3*
DFT (ωB97M-V/def2-TZVPD) results for C4H7N3S in the gas phase.

Element x y z (Å)
C1 1.7051 -1.1074 -0.6568
C2 0.7508 -0.9797 0.5490
C3 -1.2841 0.0736 0.0779
C4 -2.7392 -0.0762 -0.1219
H1 1.5036 -2.0800 -1.1583
H2 1.5208 -0.2895 -1.3769
H3 2.7641 -1.0535 -0.3239
H4 0.9038 -1.8768 1.1672
H5 0.8742 -0.1119 1.1301
H6 -1.7748 2.0652 0.1643
H7 0.7444 2.7234 1.0182
N1 -0.6203 -0.9962 0.0316
N2 -0.9761 1.4400 0.1215
N3 -3.8639 0.0048 -0.3919
S1 0.4915 2.2643 -0.2301

Summary:
Kohn-Sham gap   9.975 eV
Spin multiplicity   1
M   129.19 g/mol
SMILES   CC/N=C(/C#N)NS

natural (NBO) atomic charge list, values in e, 5 entries: -0.6123, -0.2435, 0.3275, 0.2366, 0.2183

=====

*4*
DFT (ωB97M-V/def2-TZVPD) results for C4H7N3S in the gas phase.

Element x y z (Å)
C1 -0.3491 -1.5502 1.7309
C2 0.3006 -0.7531 0.6959
C3 1.8392 -0.9786 0.5794
C4 -0.2276 1.6484 -1.7562
H1 0.0328 -1.0040 2.6168
H2 -1.5131 -1.3842 1.5534
H3 -0.1583 -2.7471 1.8342
H4 2.5254 0.0044 0.1231
H5 0.5033 1.9884 -2.5591
H6 -1.9796 2.6585 -2.3947
H7 -2.0989 1.6911 -0.6589
N1 -0.4422 0.0044 -0.1723
N2 0.4555 0.6950 -1.0645
N3 -1.5104 2.1039 -1.5891
S1 2.6223 -2.3771 1.0612

Summary:
Kohn-Sham gap   7.551 eV
Spin multiplicity   1
M   129.19 g/mol
SMILES   C/C(C=S)=N/N=C\N

natural (NBO) atomic charge list, values in e, 5 entries: -0.6821, 0.1631, -0.3213, 0.2659, 0.2354

=====

The winner here is *3*, beating the second structure by 0.0098 hartree.

=====

*1*
DFT (ωB97M-V/def2-TZVPD) results for 2 unconnected molecules or ions with the total composition C4H7N3S.

Element x y z (Å)
C1 -2.4611 0.7023 -0.4213
C2 1.1720 -0.2440 -0.7227
C3 0.8039 0.9872 0.1143
C4 0.4365 -1.4220 0.1185
N1 -2.3653 1.7741 -0.0493
N2 -0.2322 0.4972 0.9877
N3 -0.5714 -0.7567 0.8710
S1 -2.4128 -0.9187 -0.6746
H1 0.5588 -0.0058 -1.6762
H2 2.2763 -0.2943 -0.8079
H3 1.7381 1.3399 0.5692
H4 0.4774 1.7331 -0.4694
H5 0.1174 -2.2703 -0.4282
H6 1.0536 -1.9822 0.7406
H7 -0.5910 0.8604 1.8481

Summary:
Kohn-Sham gap (spin up / spin down)   7.921 / 7.924 eV
Spin multiplicity   1
M   129.19 g/mol

natural (NBO) atomic charge list, values in e, 5 entries: 0.0343, -0.4365, -0.2526, -0.2793, -0.4390

=====

*2*
DFT (ωB97M-V/def2-TZVPD) results for C4H7N3S in the gas phase.

Element x y z (Å)
C1 -2.7409 0.3616 0.0193
C2 -0.1016 0.0990 0.1649
C3 0.0760 1.5416 -0.0066
C4 0.0067 2.8053 -0.0161
H1 -2.7506 0.7106 1.1340
H2 -2.8810 1.3211 -0.5422
H3 -3.4026 -0.6497 -0.3259
H4 -1.4519 -2.3607 0.9183
H5 -0.9428 -2.4404 -0.7922
H6 2.7586 -1.6536 0.6356
H7 0.1361 3.8018 -0.2847
N1 -1.4192 -0.4741 0.0410
N2 -1.6507 -1.8677 -0.1139
N3 0.8705 -0.7794 -0.1612
S1 2.5306 -0.3578 -0.0046

Summary:
Kohn-Sham gap   8.193 eV
Spin multiplicity   1
M   129.19 g/mol
SMILES   C#C/C(=N\S)N(C)N

natural (NBO) atomic charge list, values in e, 5 entries: -0.4508, 0.3145, -0.0802, -0.1615, 0.2037

=====

The winner here is *1*, beating the second structure by 0.1168 hartree.